{
  "formula": "C30H49ClGeN4O2Si3Y",
  "method": "wB97M-V/def2-TZVPD",
  "e_homo_ev": [-12.88, -13.05],
  "charge": 2,
  "orbital_gap_ha": [0.26291, 0.22928],
  "lumo_ev": [-5.72, -6.81],
  "s_squared": 0.75,
  "multiplicity": 2,
  "elements": ["Y", "Cl", "C", "C", "C", "C", "O", "C", "C", "N", "C", "C", "C", "C", "C", "C", "C", "C", "N", "C", "C", "H", "H", "H", "H", "H", "H", "H", "H", "H", "H", "C", "N", "C", "C", "O", "N", "C", "C", "H", "H", "H", "H", "H", "H", "H", "H", "H", "H", "H", "H", "C", "Si", "C", "C", "Ge", "Si", "C", "C", "C", "Si", "C", "C", "C", "H", "H", "H", "H", "H", "H", "H", "H", "H", "H", "H", "H", "H", "H", "H", "H", "H", "H", "H", "H", "H", "H", "H", "H", "H", "H", "H"],
  "positions_angstrom": [[0.54929, -0.40541, 0.01231], [3.63445, -6.16520, 3.88663], [2.70395, -4.96131, 3.07510], [1.34475, -4.82054, 3.36781], [0.58204, -3.86904, 2.72448], [1.15556, -3.01903, 1.77619], [0.41805, -2.11768, 1.14714], [2.53042, -3.15168, 1.48870], [3.21356, -2.34641, 0.51653], [2.76570, -1.28969, -0.08735], [3.60978, -0.66681, -1.05231], [4.97589, -0.60671, -0.98061], [5.72873, -0.02994, -2.02506], [5.11226, 0.48067, -3.12901], [3.70020, 0.47430, -3.21542], [2.99487, 0.99024, -4.32532], [1.62825, 0.96640, -4.33606], [0.95833, 0.45517, -3.21676], [1.57608, -0.04314, -2.16054], [2.94705, -0.07053, -2.15770], [3.28630, -4.14701, 2.13901], [0.89290, -5.47494, 4.10166], [-0.47364, -3.77336, 2.94201], [4.21688, -2.69235, 0.26494], [5.49519, -1.00096, -0.11645], [6.80682, -0.00682, -1.94419], [5.68835, 0.90252, -3.94218], [3.54914, 1.39838, -5.16156], [1.06008, 1.34429, -5.17389], [-0.12674, 0.45529, -3.18336], [4.33703, -4.26483, 1.90367], [1.22223, 2.20378, 4.70598], [1.51013, 1.52281, 3.44149], [1.79393, 0.09481, 3.55296], [1.25480, 2.06614, 2.24000], [0.93084, 1.30709, 1.25544], [1.33826, 3.38071, 2.03849], [2.16114, 4.28023, 2.84808], [0.82067, 3.96098, 0.80141], [0.59543, 1.54666, 5.30883], [0.67388, 3.12379, 4.52978], [2.13264, 2.42095, 5.26407], [2.44472, -0.05783, 4.41209], [2.31812, -0.26547, 2.66917], [0.88079, -0.48541, 3.69616], [2.82849, 3.71711, 3.49092], [1.54679, 4.94784, 3.45099], [2.76917, 4.88118, 2.17283], [-0.02708, 3.39128, 0.43413], [1.59572, 3.98997, 0.03314], [0.49561, 4.97774, 1.01192], [-2.64620, -3.38089, -0.03031], [-2.23533, -2.42157, -1.57621], [-0.50839, -2.87462, -2.17173], [-3.49537, -2.70990, -2.91781], [-2.33486, -0.04922, -1.05882], [-3.00603, 1.60279, -2.66982], [-4.79905, 1.98038, -2.31087], [-1.92553, 3.10638, -2.36531], [-2.81696, 0.99169, -4.42369], [-3.09687, 0.54944, 1.15570], [-4.88416, 0.00184, 1.16814], [-2.12830, -0.31513, 2.51316], [-2.95529, 2.39630, 1.42396], [-2.65558, -4.44896, -0.26720], [-3.63230, -3.12261, 0.35947], [-1.90313, -3.21807, 0.75214], [-0.49938, -3.91790, -2.50053], [0.25101, -2.81603, -1.38311], [-0.18927, -2.26458, -3.01932], [-3.54821, -3.77974, -3.14055], [-3.24230, -2.18975, -3.84198], [-4.48933, -2.38829, -2.60116], [-4.95231, 2.34669, -1.29442], [-5.42644, 1.09789, -2.45172], [-5.15522, 2.75245, -2.99852], [-2.02065, 3.45780, -1.33523], [-2.22731, 3.92528, -3.02386], [-0.87069, 2.90101, -2.56057], [-3.47743, 0.14649, -4.62140], [-1.79995, 0.69225, -4.68578], [-3.10746, 1.79639, -5.10532], [-4.98162, -1.07735, 1.03749], [-5.46120, 0.49164, 0.38303], [-5.33758, 0.26381, 2.12863], [-2.05311, -1.39348, 2.37499], [-2.62972, -0.13290, 3.46874], [-1.12009, 0.10241, 2.59851], [-3.46420, 2.97723, 0.65305], [-1.91081, 2.71828, 1.45742], [-3.41117, 2.65431, 2.38451]],
  "forces_ev_per_angstrom": [[-0.0986, -0.1735, -0.0748], [0.0116, -0.0117, 0.0070], [-0.0124, -0.0118, 0.0075], [-0.0293, 0.0085, 0.0023], [-0.0175, -0.0413, 0.0337], [-0.0034, 0.0231, -0.0132], [-0.0036, 0.0704, 0.1416], [0.0313, -0.0040, -0.0248], [-0.0113, 0.0197, 0.0014], [0.0352, -0.0078, -0.0088], [-0.0467, 0.0076, 0.0305], [0.0041, -0.0044, -0.0026], [0.0248, -0.0013, 0.0213], [0.0097, 0.0081, -0.0308], [0.0058, 0.0135, -0.0231], [0.0171, 0.0008, -0.0049], [-0.0230, -0.0010, 0.0078], [0.0346, -0.0101, 0.0188], [-0.0313, 0.1052, -0.0105], [-0.0315, 0.0048, 0.0350], [0.0259, 0.0197, -0.0248], [0.0030, 0.0037, -0.0057], [0.0009, 0.0101, -0.0065], [0.0032, -0.0047, -0.0016], [-0.0019, -0.0023, -0.0039], [-0.0083, 0.0008, 0.0024], [-0.0036, -0.0016, 0.0035], [0.0012, -0.0005, 0.0036], [-0.0013, 0.0012, 0.0026], [0.0115, 0.0111, 0.0129], [-0.0083, 0.0015, 0.0008], [-0.0127, -0.0478, -0.0105], [0.0033, 0.0644, -0.0662], [-0.0241, 0.0382, -0.0379], [0.0494, -0.1043, 0.0988], [0.1012, -0.0475, -0.0498], [-0.0819, 0.1132, -0.0205], [0.0100, -0.0100, -0.0407], [0.0390, -0.0063, 0.0242], [-0.0069, -0.0089, 0.0047], [-0.0034, -0.0268, 0.0011], [0.0048, 0.0027, -0.0053], [-0.0144, 0.0083, 0.0125], [-0.0098, 0.0294, -0.0015], [-0.0257, -0.0542, 0.0020], [0.0115, -0.0211, -0.0033], [0.0084, 0.0179, 0.0056], [-0.0113, 0.0048, -0.0116], [0.0043, -0.0153, 0.0014], [0.0024, 0.0089, -0.0140], [-0.0069, 0.0072, -0.0072], [-0.0016, -0.0257, 0.0029], [0.0539, 0.0006, 0.0431], [0.0039, 0.0356, -0.0297], [0.0026, -0.0286, -0.0232], [0.0294, 0.0358, 0.0344], [-0.0076, 0.0162, 0.0586], [-0.0076, 0.0137, -0.0288], [-0.0299, 0.0034, 0.0050], [0.0056, -0.0001, -0.0381], [-0.0327, -0.0456, 0.0180], [0.0074, -0.0098, 0.0377], [-0.0329, 0.0818, -0.0202], [0.0263, 0.0159, 0.0020], [-0.0054, 0.0133, 0.0111], [0.0055, 0.0012, 0.0002], [-0.0107, 0.0068, -0.0190], [-0.0350, 0.0073, 0.0055], [0.0128, -0.0132, -0.0033], [0.0041, -0.0332, 0.0086], [0.0013, 0.0216, 0.0054], [0.0049, 0.0176, -0.0082], [0.0063, 0.0007, -0.0150], [0.0131, 0.0056, -0.0008], [0.0042, 0.0106, -0.0003], [-0.0034, -0.0104, 0.0108], [-0.0023, -0.0009, -0.0130], [-0.0016, -0.0115, 0.0095], [0.0312, -0.0056, -0.0044], [-0.0017, -0.0127, 0.0033], [-0.0210, 0.0038, 0.0093], [0.0159, -0.0175, -0.0043], [0.0060, 0.0116, 0.0038], [-0.0083, 0.0046, -0.0104], [0.0035, -0.0079, -0.0116], [0.0175, -0.0003, -0.0214], [0.0158, 0.0054, -0.0172], [0.0308, -0.0476, 0.0354], [-0.0043, -0.0180, 0.0038], [-0.0307, -0.0120, 0.0051], [0.0093, 0.0012, -0.0232]]
}